{
  "formula": "C13H20N3S",
  "method": "the ωB97M-V functional and the def2-TZVPD basis",
  "elements": ["H", "N", "C", "C", "N", "N", "C", "C", "C", "C", "C", "C", "C", "C", "C", "S", "C", "C", "H", "H", "H", "H", "H", "H", "H", "H", "H", "H", "H", "H", "H", "H", "H", "H", "H", "H", "H"],
  "positions_angstrom": [[1.0441, -1.8205, -2.9066], [1.9660, -1.4993, -3.2283], [1.9999, -0.2332, -3.3217], [0.7006, 0.6148, -2.9699], [0.0736, 0.1351, -1.6975], [-0.9589, -0.6485, -1.8894], [-1.5900, -1.0934, -0.7989], [-2.8327, -2.0483, -0.8813], [-2.4958, -3.2945, 0.0179], [-1.8441, -4.3438, -0.5358], [-1.1182, -0.6860, 0.5325], [0.0462, 0.1563, 0.7188], [0.5794, 0.5912, 2.1019], [-0.2814, 1.8373, 2.5756], [0.4990, 2.8375, 3.5018], [1.5763, 4.0047, 2.5449], [0.6747, 0.5833, -0.5699], [1.9399, 1.4861, -0.5115], [2.9297, 0.2708, -3.6928], [0.8845, 1.7116, -2.9643], [-0.0014, 0.4266, -3.8259], [-3.0646, -2.3377, -1.9316], [-3.6643, -1.4702, -0.3930], [-2.7488, -3.3039, 1.1016], [-1.5059, -5.1389, 0.1610], [-1.6253, -4.3921, -1.6262], [-1.6736, -1.0659, 1.4196], [1.6801, 0.7784, 2.0982], [0.3975, -0.2420, 2.8292], [-0.5698, 2.4085, 1.6475], [-1.2386, 1.4625, 3.0123], [-0.2746, 3.4967, 3.9827], [1.0473, 2.3177, 4.3216], [2.7701, 3.3244, 2.4538], [2.8423, 0.8592, -0.3190], [2.0336, 2.1913, -1.3641], [1.8031, 2.1244, 0.4068]],
  "lumo_ev": -4.3438,
  "charge": 1,
  "smiles": "[H]/N=C\\C[n+]1nc(CC=C)cc(CCCS)c1C"
}

---

{
  "formula": "C13H20N4O4S",
  "method": "the ωB97M-V functional and the def2-TZVPD basis",
  "elements": ["C", "C", "C", "N", "C", "C", "N", "C", "C", "C", "C", "S", "N", "O", "O", "C", "C", "N", "O", "O", "C", "C", "H", "H", "H", "H", "H", "H", "H", "H", "H", "H", "H", "H", "H", "H", "H", "H", "H", "H", "H", "H"],
  "positions_angstrom": [[-4.2100, -2.2402, 2.4107], [-2.8902, -2.0417, 3.1483], [-1.7339, -2.8939, 2.5867], [-0.8700, -2.2823, 1.5970], [-1.5120, -1.9016, 0.3582], [-0.4435, -1.6134, -0.7043], [0.3971, -0.5400, -0.2255], [0.7837, 0.5004, -1.0013], [0.8451, 0.3866, -2.4093], [1.3594, 1.3916, -3.1917], [1.8372, 2.5574, -2.6098], [2.5629, 3.8248, -3.6217], [4.1984, 3.4771, -3.4237], [2.3013, 5.1074, -3.0405], [2.2266, 3.5830, -4.9937], [1.7426, 2.7421, -1.2527], [1.1876, 1.7466, -0.4556], [0.9099, 2.1190, 0.9027], [-0.1318, 1.7292, 1.3938], [1.6986, 2.8536, 1.4601], [1.0076, -0.8793, 1.0434], [-0.0627, -1.1827, 2.0902], [-4.9954, -1.6569, 2.8867], [-4.5034, -3.2880, 2.4344], [-4.1391, -1.9279, 1.3725], [-2.6098, -0.9877, 3.1213], [-3.0379, -2.3101, 4.1960], [-2.1419, -3.8049, 2.1386], [-1.0797, -3.1959, 3.4092], [-2.1397, -2.7271, 0.0174], [-2.1335, -0.9973, 0.4709], [-0.9405, -1.3204, -1.6277], [0.1510, -2.5199, -0.8749], [0.5227, -0.5281, -2.8787], [1.4175, 1.2945, -4.2639], [4.6776, 4.2052, -2.9192], [4.6475, 3.2814, -4.3032], [2.0491, 3.6771, -0.8098], [1.6768, -0.0926, 1.3860], [1.6038, -1.7904, 0.8900], [0.4184, -1.4861, 3.0218], [-0.6474, -0.2686, 2.2711]],
  "lumo_ev": -0.4295,
  "charge": 0,
  "smiles": "CCCN1CCN(c2ccc(S(N)(=O)=O)cc2[N+](=O)[O-])CC1",
  "relative_energy_kcal_mol": 116.14
}

---

{
  "formula": "C13H20N4O7RhSSbSe4",
  "method": "the ωB97M-V functional and the def2-TZVPD basis",
  "elements": ["Rh", "C", "C", "C", "C", "C", "C", "C", "S", "O", "O", "N", "C", "C", "O", "O", "H", "H", "H", "H", "H", "H", "H", "H", "H", "Se", "Sb", "Se", "Se", "Se", "O", "N", "O", "O", "N", "C", "C", "N", "C", "C", "H", "H", "H", "H", "H", "H", "H", "H", "H", "H", "H"],
  "positions_angstrom": [[0.0735, 0.4790, 0.2018], [-2.7616, -3.3145, -5.3872], [-2.8617, -2.5261, -4.1085], [-3.4094, -1.2458, -4.1037], [-3.4637, -0.4988, -2.9387], [-2.9733, -1.0220, -1.7479], [-2.4179, -2.2928, -1.7417], [-2.3707, -3.0355, -2.9131], [-3.1206, -0.0230, -0.2555], [-3.1778, 1.3321, -0.7351], [-4.2864, -0.5677, 0.4131], [-1.8412, -0.2233, 0.6270], [-1.7069, -1.4275, 1.4252], [-0.4164, -2.1812, 1.0909], [-0.3058, -3.3641, 1.4013], [0.5266, -1.4693, 0.5666], [-3.6784, -3.2381, -5.9759], [-2.5750, -4.3699, -5.1849], [-1.9413, -2.9480, -6.0096], [-3.7816, -0.8214, -5.0310], [-3.8579, 0.5086, -2.9382], [-1.9976, -2.7180, -0.8401], [-1.9162, -4.0199, -2.8965], [-2.5598, -2.1016, 1.3431], [-1.6336, -1.1566, 2.4896], [5.7615, 0.1171, 0.4351], [4.9352, 1.7777, -1.1636], [2.1261, 0.8355, -1.2997], [0.0482, 0.0770, -2.2095], [4.6592, 3.8023, 0.1495], [-1.1878, 2.5489, 1.9445], [-1.0626, 3.0760, 0.8290], [-1.5949, 4.1386, 0.5441], [-0.4427, 2.4488, -0.1059], [3.8940, 1.6920, 2.8110], [2.8157, 2.7149, 2.9250], [1.6993, 2.3514, 1.9674], [1.1863, 0.9786, 2.1200], [2.2585, -0.0243, 2.2375], [3.3716, 0.3496, 3.1954], [4.7028, 1.9447, 3.3744], [4.2780, 1.6561, 1.8373], [3.2441, 3.6730, 2.6375], [2.5020, 2.7318, 3.9721], [2.0752, 2.4721, 0.9500], [0.8728, 3.0415, 2.1001], [0.5455, 0.9328, 2.9061], [2.6999, -0.1683, 1.2491], [1.8229, -0.9821, 2.5106], [4.1930, -0.3580, 3.0941], [3.0509, 0.4178, 4.2380]],
  "lumo_ev": 3.8373,
  "charge": -2,
  "relative_energy_kcal_mol": 0.53
}

---

{
  "formula": "C13H20NO",
  "method": "the ωB97M-V functional and the def2-TZVPD basis",
  "elements": ["C", "C", "C", "C", "C", "N", "C", "C", "C", "C", "O", "C", "C", "C", "C", "H", "H", "H", "H", "H", "H", "H", "H", "H", "H", "H", "H", "H", "H", "H", "H", "H", "H", "H", "H"],
  "positions_angstrom": [[-2.5826, -1.7641, -1.0869], [-1.4678, -1.1028, -1.0948], [-0.5981, -0.6617, -2.2326], [0.8693, -0.5522, -1.7691], [0.6482, 0.2342, -0.4590], [1.7654, 0.0550, 0.6855], [3.1096, 0.5413, 0.1906], [1.4433, 0.8933, 1.9096], [0.3318, 1.7117, -0.5793], [-0.9693, 1.9719, 0.1801], [-1.2713, 3.0929, 0.4658], [-1.6496, 0.7704, 0.4909], [-2.7833, 0.5951, 1.1144], [-0.8135, -0.4745, 0.1709], [-0.5650, -1.6067, 1.2324], [-2.9990, -2.0290, -0.1519], [-2.6985, -2.2644, -2.0241], [-0.7039, -1.3334, -3.0913], [-0.8874, 0.2700, -2.6498], [1.2551, -1.6002, -1.5222], [1.3468, -0.0159, -2.5746], [1.8354, -0.9537, 0.9471], [3.1135, 1.5639, -0.1660], [3.8320, 0.2230, 0.9623], [3.2840, -0.0712, -0.6752], [1.8016, 0.5406, 2.8628], [2.1407, 1.7588, 1.6541], [0.2410, 0.9131, 1.9305], [0.2207, 1.9556, -1.6272], [1.1350, 2.2910, -0.0456], [-3.2821, -0.3661, 1.4126], [-3.5505, 1.3407, 1.2291], [-1.4913, -2.1896, 1.5913], [-0.0386, -1.3814, 2.1621], [-0.0217, -2.3555, 0.5576]],
  "lumo_ev": -3.4958,
  "charge": 1,
  "smiles": "C=C1CC[C@@]2([NH+](C)C)CC(=O)C(=C)[C@@]12C",
  "relative_energy_kcal_mol": 95.36
}

---

{
  "formula": "C13H21Br2ClGaN4O",
  "method": "the ωB97M-V functional and the def2-TZVPD basis",
  "elements": ["C", "C", "Br", "C", "Br", "Ga", "Cl", "C", "C", "O", "H", "H", "H", "H", "H", "H", "H", "H", "H", "C", "C", "N", "H", "H", "H", "C", "C", "N", "H", "H", "H", "C", "C", "N", "H", "H", "H", "C", "C", "N", "H", "H", "H"],
  "positions_angstrom": [[0.0386, -3.9842, -0.7561], [-0.9412, -2.9133, -1.1317], [-0.0910, -1.6774, -2.3528], [-2.1980, -2.7917, -0.6958], [-3.1835, -1.2331, -1.2286], [-3.1655, -4.1622, 0.4873], [-3.1059, -3.3623, 2.6285], [-5.0706, -4.5870, -0.0345], [-5.9575, -3.4639, -0.5268], [-5.9441, -2.4056, 0.4377], [0.9051, -3.5267, -0.2682], [-0.4222, -4.6968, -0.0734], [0.3950, -4.5126, -1.6467], [-2.3400, -5.5275, 0.5309], [-5.5476, -5.0520, 0.8371], [-4.9927, -5.3529, -0.8148], [-6.9977, -3.8015, -0.6683], [-5.6006, -3.0955, -1.5000], [-6.7191, -1.8554, 0.2930], [-2.0207, 0.1813, 2.1876], [-0.7959, -0.4196, 1.6828], [0.1903, -0.8780, 1.2978], [-1.7750, 0.8730, 2.9932], [-2.5281, 0.7145, 1.3852], [-2.6715, -0.6102, 2.5569], [1.7283, 1.4139, -0.6311], [1.8182, 2.8521, -0.8228], [1.8895, 3.9927, -0.9764], [2.5907, 1.0898, -0.0522], [0.8166, 1.1447, -0.1011], [1.7327, 0.9105, -1.5959], [3.6458, 6.5724, 0.0032], [4.8376, 6.9355, 0.7588], [5.7883, 7.2224, 1.3422], [2.7716, 7.0703, 0.4171], [3.7642, 6.8704, -1.0366], [3.4780, 5.4987, 0.0417], [6.1721, 3.2511, -0.5606], [5.5234, 1.9763, -0.2831], [4.9753, 0.9881, -0.0638], [6.2891, 3.8154, 0.3632], [7.1521, 3.0808, -1.0020], [5.5600, 3.8255, -1.2540]],
  "lumo_ev": 2.1338,
  "charge": -1
}

---

Calculated values (eV/Å) of max |F| for the records, taken in order: 3.37; 1.30; 1.57; 3.89; 0.80.
Calculated values (hartree) of orbital gap for the records, taken in order: 0.2871; 0.2924; 0.1977; 0.3421; 0.2824.